{
  "formula": "C3H12N5",
  "method": "wB97M-V/def2-TZVPD",
  "elements": ["C", "C", "C", "N", "N", "N", "N", "N", "H", "H", "H", "H", "H", "H", "H", "H", "H", "H", "H", "H"],
  "coordinates": [[3.049, -0.577, -0.192], [-3.353, 0.343, 0.335], [-1.992, -0.003, -0.115], [4.045, 0.303, 0.051], [-0.268, 1.557, -0.224], [-0.332, -1.712, -0.243], [-1.511, -1.200, -0.082], [1.838, -0.391, 0.223], [3.178, -1.561, -0.593], [-3.849, 0.887, -0.587], [-3.272, 1.140, 1.030], [-4.007, -0.491, 0.548], [4.867, 0.213, -0.578], [3.841, 1.057, 0.639], [-0.597, 2.016, 0.612], [-0.617, 2.055, -1.038], [0.788, -1.050, 0.070], [-0.277, -2.562, -0.743], [-2.170, -1.984, -0.128], [1.325, 0.373, 0.608]],
  "energy_ha": -394.833383,
  "e_above_lowest_kcal_mol": 171.6,
  "e_lumo_ha": [-0.173, -0.176],
  "e_homo_ev": [-12.35, -12.35],
  "gap_ha": [0.2808, 0.2775],
  "charge": 1
}